{
  "formula": "C4H11N2O",
  "method": "wB97M-V/def2-TZVPD",
  "lumo_energy_ev": 4.1520,
  "charge": -1,
  "max_force_ev_per_a": 3.23,
  "relative_energy_kj_mol": 198.2,
  "spin_multiplicity": 1,
  "species": ["H", "H", "N", "C", "H", "C", "H", "H", "H", "C", "H", "C", "H", "H", "H", "O", "H", "N"],
  "coordinates": [[2.102, -1.662, -0.389], [1.098, 0.756, -0.546], [1.438, -2.237, 0.118], [0.020, 0.719, -0.247], [-0.079, 2.283, 1.518], [0.058, -1.823, 0.013], [-1.390, -0.508, 1.103], [1.666, -2.090, 1.063], [-0.038, 1.057, -2.148], [-0.278, -0.488, 0.744], [-1.494, 1.219, -1.416], [-0.400, 2.068, 0.383], [-0.690, -2.493, 0.454], [-0.218, -1.724, -1.050], [-1.477, 1.730, 0.635], [0.034, 3.119, -0.489], [0.373, -0.541, 1.760], [-0.724, 0.613, -1.506]]
}

***

{
  "formula": "CH4O3S",
  "method": "wB97M-V/def2-TZVPD",
  "lumo_energy_ev": 0.6719,
  "max_force_ev_per_a": 2.58,
  "relative_energy_kj_mol": 189.5,
  "spin_multiplicity": 1,
  "species": ["H", "H", "O", "O", "S", "C", "H", "H", "O"],
  "coordinates": [[0.962, -1.083, -0.939], [-1.554, 0.389, -0.560], [-0.059, -1.016, -0.907], [-0.036, 0.482, 0.973], [-0.176, -0.953, 1.773], [-0.413, 0.262, -0.477], [0.072, 2.075, -0.843], [1.068, -1.381, 2.197], [0.136, 1.227, -1.218]]
}

***

{
  "formula": "H3O4PS",
  "method": "wB97M-V/def2-TZVPD",
  "lumo_energy_ev": [0.2552, -2.9460],
  "max_force_ev_per_a": 3.14,
  "relative_energy_kj_mol": 0.0,
  "s_squared": 2.009,
  "spin_multiplicity": 3,
  "species": ["S", "H", "O", "O", "H", "P", "H", "O", "O"],
  "coordinates": [[1.199, 0.885, -0.370], [2.911, -0.673, 0.474], [-0.916, -0.740, -1.749], [-0.926, -0.625, 0.857], [-0.283, -1.267, 1.249], [-0.679, 0.049, -0.552], [-1.552, 1.731, 0.356], [-1.660, 1.352, -0.496], [1.906, -0.713, 0.231]]
}

***

{
  "formula": "CH4FP",
  "method": "wB97M-V/def2-TZVPD",
  "lumo_energy_ev": 0.7349,
  "max_force_ev_per_a": 4.54,
  "relative_energy_kj_mol": 47.2,
  "spin_multiplicity": 1,
  "species": ["P", "H", "C", "H", "F", "H", "H"],
  "coordinates": [[0.184, -0.155, -1.222], [-0.662, -1.030, 0.818], [0.176, -0.402, 0.602], [-1.346, 0.318, -1.170], [0.551, 1.491, -1.073], [0.053, 0.595, 1.145], [1.045, -0.817, 0.900]]
}

***

{
  "formula": "C38H47KN2Si",
  "method": "wB97M-V/def2-TZVPD",
  "lumo_energy_ev": 4.3798,
  "charge": -2,
  "max_force_ev_per_a": 1.21,
  "relative_energy_kj_mol": 2.6,
  "spin_multiplicity": 1,
  "species": ["C", "H", "H", "C", "H", "H", "C", "H", "H", "C", "C", "C", "H", "H", "C", "H", "H", "H", "H", "H", "C", "C", "H", "N", "H", "H", "C", "C", "C", "C", "C", "C", "H", "C", "H", "C", "C", "H", "H", "H", "Si", "H", "C", "N", "H", "H", "C", "H", "H", "K", "H", "H", "H", "C", "C", "H", "H", "H", "C", "C", "H", "C", "C", "H", "C", "C", "H", "H", "H", "C", "C", "H", "C", "H", "H", "H", "C", "C", "C", "C", "H", "H", "H", "C", "H", "H", "C", "H", "C"],
  "coordinates": [[1.597, 3.510, 2.311], [6.805, -4.132, 0.732], [1.883, 2.271, 0.542], [3.700, -2.295, -3.065], [2.537, 0.359, -5.597], [0.962, 3.015, 4.331], [-5.177, -0.867, -1.385], [0.284, -5.518, 0.420], [3.566, -3.694, -4.690], [5.534, -2.546, 0.035], [1.407, 2.513, 3.466], [-4.319, 3.339, 0.272], [8.355, -2.613, 1.932], [0.127, -2.500, 0.838], [-1.880, 1.279, 1.733], [-2.557, 1.873, 2.355], [-1.044, 7.220, 1.365], [-3.947, -0.046, 0.136], [3.008, 0.998, -3.273], [0.981, 6.064, 2.214], [3.558, -0.974, -2.610], [-0.220, -3.394, 0.318], [-5.934, -1.644, -1.536], [-1.699, -1.042, 0.833], [1.515, -4.439, 1.079], [-1.761, 3.708, -2.043], [6.634, -3.061, 0.717], [-2.789, 3.768, -1.679], [2.464, 2.935, 1.179], [-2.430, -2.134, 0.535], [2.868, -0.395, -4.891], [-4.511, -3.382, 0.192], [3.321, 2.373, 1.562], [3.447, -2.660, -4.385], [-6.299, 0.294, 0.817], [6.161, -0.340, 0.675], [-2.447, -4.570, 0.231], [-4.638, 4.382, 0.384], [7.916, -0.167, 1.897], [-4.383, -5.533, 0.081], [3.682, -0.374, -0.783], [0.741, 1.703, 3.169], [0.436, -4.598, 0.996], [-0.700, 1.923, 1.350], [-5.006, 2.848, -0.427], [-5.392, -0.578, 2.065], [0.303, 4.099, 1.762], [-3.214, -0.248, 2.091], [-4.370, -1.045, -2.099], [0.476, -0.022, 0.370], [-2.606, 2.206, -0.249], [4.860, -3.245, -0.447], [-5.592, -3.377, 0.059], [3.133, -0.040, -3.575], [-1.962, 5.370, 0.740], [-3.109, 4.813, -1.753], [-2.821, 5.870, 0.297], [-6.503, -1.458, 1.006], [-1.874, 3.985, 0.660], [-5.774, -0.641, 1.044], [1.348, -3.240, -1.210], [-0.765, 3.283, 1.252], [-3.844, -4.598, 0.175], [2.818, -1.998, -6.335], [-0.961, 6.141, 1.311], [7.503, -2.214, 1.392], [-4.411, 2.847, 1.242], [4.007, -3.071, -2.372], [2.373, 2.098, 3.771], [-1.740, -3.391, 0.375], [3.027, -1.714, -5.310], [4.272, 0.997, -1.068], [-2.877, 3.256, -0.234], [-0.149, -2.381, -1.612], [0.029, -4.755, 1.997], [5.994, 0.735, 0.661], [-4.636, -0.883, 0.051], [0.170, 5.481, 1.786], [5.261, -1.169, -0.020], [0.255, -3.282, -1.139], [-5.636, 0.102, -1.615], [-1.899, -5.506, 0.153], [-3.426, 3.171, -2.342], [-2.305, 0.002, 1.539], [-0.103, -4.143, -1.714], [2.151, 4.356, 2.729], [7.252, -0.845, 1.371], [2.835, 3.737, 0.536], [-3.850, -2.163, 0.323]]
}

***

{
  "formula": "C5H6Cl2SSi",
  "method": "wB97M-V/def2-TZVPD",
  "lumo_energy_ev": 0.6230,
  "max_force_ev_per_a": 4.37,
  "relative_energy_kj_mol": 34.7,
  "spin_multiplicity": 1,
  "species": ["H", "H", "C", "H", "C", "H", "H", "Cl", "C", "C", "H", "Si", "Cl", "C", "S"],
  "coordinates": [[-0.839, 2.597, 0.264], [2.578, -2.177, 2.034], [-1.049, 2.249, -0.723], [-2.172, 2.131, -0.829], [-0.784, -1.422, 0.921], [-0.639, 3.088, -1.464], [2.304, -0.451, 0.248], [1.229, 1.251, -2.230], [0.156, -0.754, 0.237], [1.547, -1.708, 1.796], [-1.774, -1.810, 0.624], [-0.374, 0.573, -1.237], [-1.680, -0.262, -2.521], [1.477, -0.903, 0.699], [0.019, -2.401, 2.181]]
}

***

{
  "formula": "C6H4NO3",
  "method": "wB97M-V/def2-TZVPD",
  "lumo_energy_ev": [-6.5680, -6.1486],
  "charge": 1,
  "max_force_ev_per_a": 5.18,
  "relative_energy_kj_mol": 408.2,
  "spin_multiplicity": 1,
  "species": ["C", "C", "H", "C", "C", "C", "H", "N", "O", "H", "C", "H", "O", "O"],
  "coordinates": [[-0.093, -2.429, 0.773], [-1.420, 0.532, -0.730], [0.130, -4.147, 1.347], [-2.422, 1.209, -0.638], [1.320, 0.737, 0.151], [2.523, 0.895, 0.228], [4.064, 1.974, 0.856], [-0.335, -0.320, -0.636], [-3.389, 1.961, -0.975], [-3.346, 2.923, -0.837], [-0.394, -1.407, 0.173], [-0.076, -0.424, -1.622], [3.384, 1.774, 0.148], [0.054, -3.276, 1.761]]
}